{"formula": "C6H14N2O", "method": "the ωB97M-V functional and the def2-TZVPD basis", "symbols": ["C", "C", "C", "C", "O", "H", "H", "H", "H", "H", "H", "H", "H", "C", "N", "C", "N", "H", "H", "H", "H", "H", "H"], "coordinates": [[0.74016, -1.46198, -0.98509], [-0.29490, -1.38153, 1.42783], [-0.56047, -0.88057, 0.02053], [-1.76542, -1.25450, -0.56655], [0.80598, -0.79362, -2.16256], [0.18618, 0.05845, -2.13507], [0.53405, -2.52588, -1.11330], [1.61544, -1.28540, -0.34907], [-0.24959, -2.46953, 1.43712], [-1.09373, -1.06969, 2.09734], [0.64745, -0.98810, 1.80386], [-2.05678, -0.93391, -1.55272], [-2.37425, -2.01105, -0.09212], [0.96931, 2.09820, 1.45255], [1.01718, 1.11616, 0.38039], [-0.62978, 1.29736, -1.27484], [-0.24721, 0.75856, -0.09206], [1.64195, 1.37243, -0.38228], [1.97539, 2.20514, 1.86117], [0.60617, 3.08151, 1.12842], [0.31640, 1.73130, 2.24371], [-1.66521, 1.13943, -1.54511], [-0.11832, 2.19723, -1.60214]], "forces_ev_per_a": [[-1.3, 0.8, 1.7], [-0.1, 0.5, -0.2], [2.9, 0.9, -0.6], [-1.3, -0.2, -0.3], [-0.6, 1.2, -0.8], [1.0, -1.2, 0.0], [0.0, 0.0, 0.0], [0.0, -0.1, -0.1], [0.0, 0.0, -0.1], [-0.1, 0.0, 0.1], [0.0, 0.0, 0.0], [0.0, 0.0, -0.1], [0.0, 0.0, 0.0], [0.0, 0.0, -0.1], [0.2, -0.5, 0.0], [-0.2, 0.2, -0.1], [-0.3, -1.5, 0.6], [-0.2, 0.0, 0.1], [0.0, 0.0, 0.0], [0.0, 0.0, 0.0], [0.0, 0.0, 0.0], [0.0, 0.0, -0.1], [-0.1, 0.0, 0.1]], "lowdin_charge": [-0.2088, -0.0548, -0.4255, 0.0474, -0.1023, 0.0694, 0.1130, 0.0997, 0.0873, 0.0821, 0.0698, 0.0550, 0.0675, -0.0951, -0.1052, -0.0540, -0.1424, 0.1219, 0.0787, 0.0736, 0.0767, 0.0644, 0.0814], "gap_ev": [8.13, 6.81], "e_lumo_ev": [0.3870, -0.0173], "homo_ev": [-7.74, -6.83], "total_energy_ev": -11471.36398}